Entry 1:
Formula: C14H33NO7PS2
Source: OMol25
Level of theory: ωB97M-V with the def2-TZVPD basis set

Values from the calculation:
Charge ... -1
Energy ... -2272.34473 Ha
HOMO level ... -0.142 Ha
Orbital gap ... 6.48 eV

Element x y z (Å)
C: -2.722 1.529 3.747
C: -2.368 0.095 4.121
N: -1.158 -0.378 3.464
C: -0.014 0.542 3.473
O: -0.048 1.410 2.401
P: 1.092 0.999 1.073
O: 1.576 -0.416 2.040
C: 1.358 -0.178 3.388
C: 1.539 -1.452 4.222
C: 2.759 -1.427 5.117
O: 3.945 -1.457 4.323
H: -2.055 2.256 4.210
H: -2.637 1.658 2.669
H: -3.743 1.757 4.066
H: -3.195 -0.548 3.804
H: -2.309 0.010 5.222
H: -0.880 -1.267 3.852
H: -0.039 1.142 4.409
H: 2.035 0.633 0.024
H: 0.062 0.219 0.465
H: 0.680 2.188 0.358
H: 2.128 1.748 1.764
H: 2.089 0.563 3.768
H: 1.608 -2.301 3.538
H: 0.682 -1.632 4.882
H: 2.742 -0.520 5.735
H: 2.749 -2.290 5.797
H: 4.640 -0.985 4.787
C: 1.879 -2.825 -3.716
C: 2.752 -3.026 -2.468
C: 2.184 -2.141 -1.356
S: 0.428 -2.007 -1.699
O: 0.127 -0.640 -2.042
O: -0.351 -2.715 -0.720
C: 0.432 -2.931 -3.243
H: 2.103 -3.557 -4.493
H: 2.051 -1.830 -4.133
H: 2.717 -4.076 -2.165
H: 3.794 -2.776 -2.665
H: 2.286 -2.537 -0.349
H: 2.565 -1.121 -1.369
H: -0.298 -2.475 -3.906
H: 0.152 -3.959 -3.010
C: -3.463 2.839 -3.832
C: -2.505 2.509 -2.681
C: -1.395 1.619 -3.242
S: -1.235 2.062 -4.975
O: -1.628 0.935 -5.793
O: 0.015 2.724 -5.254
C: -2.578 3.257 -4.999
H: -4.167 3.627 -3.563
H: -4.040 1.953 -4.108
H: -2.073 3.430 -2.284
H: -3.010 2.005 -1.858
H: -0.434 1.750 -2.752
H: -1.645 0.562 -3.221
H: -3.048 3.207 -5.979
H: -2.132 4.239 -4.842

Entry 2:
Formula: C14H33O5PtSSe2SiTe2
Source: OMol25
Level of theory: ωB97M-V with the def2-TZVPD basis set

Values from the calculation:
Charge ... -1
Energy ... -7075.63414 Ha
Spin multiplicity ... 3
HOMO level (spin up / spin down) ... -0.142 / -0.143 Ha
Expectation value of S² ... 2.020
Energy above the lowest of the compared OMol25 structures with the same formula, charge and spin ... 0.0 kcal per mole
Orbital gap (spin up / spin down) ... 6.16 / 5.73 eV

Element x y z (Å)
Pt: 0.706 -2.796 1.425
Se: 1.308 -2.797 3.822
Te: -1.045 -2.983 4.631
Te: -1.737 -5.238 3.166
Se: -0.095 -5.006 1.269
C: 3.465 -0.955 -1.038
S: 3.450 -2.331 0.099
C: 5.210 -2.423 0.415
O: 3.159 -3.545 -0.729
H: 3.883 -0.071 -0.557
H: 2.429 -0.762 -1.311
H: 4.054 -1.252 -1.906
H: 5.604 -1.457 0.729
H: 5.683 -2.763 -0.506
H: 5.358 -3.156 1.205
C: -1.202 1.740 -2.865
C: 0.277 1.442 -2.644
C: 0.995 2.689 -2.141
C: 0.915 0.948 -3.936
O: 0.461 0.389 -1.700
Si: -0.372 0.000 -0.327
O: 0.488 -1.068 0.471
O: -1.841 -0.482 -0.867
C: -3.052 -0.776 -0.157
C: -2.765 -1.511 1.144
C: -3.778 0.538 0.107
C: -3.864 -1.665 -1.089
O: -0.595 1.386 0.555
C: 0.022 1.765 1.795
C: 1.535 1.565 1.736
C: -0.580 0.954 2.934
C: -0.307 3.243 1.963
H: -1.318 2.483 -3.659
H: -1.661 2.133 -1.958
H: -1.738 0.835 -3.144
H: 0.893 3.508 -2.857
H: 2.058 2.482 -1.999
H: 0.573 3.007 -1.189
H: 0.866 1.711 -4.715
H: 0.403 0.052 -4.287
H: 1.961 0.694 -3.758
H: -2.320 -0.857 1.895
H: -2.081 -2.346 0.985
H: -3.690 -1.917 1.561
H: -3.116 1.238 0.616
H: -4.654 0.365 0.737
H: -4.107 0.993 -0.829
H: -3.347 -2.610 -1.250
H: -4.002 -1.174 -2.054
H: -4.844 -1.874 -0.656
H: 1.774 0.511 1.608
H: 1.991 1.911 2.666
H: 1.965 2.132 0.909
H: -0.379 -0.110 2.818
H: -1.661 1.105 2.968
H: -0.160 1.272 3.891
H: 0.115 3.823 1.141
H: 0.096 3.623 2.903
H: -1.388 3.387 1.962